DFT (the ωB97M-V functional and the def2-TZVPD basis) results for C2F3HgMgNO4S2 as an isolated structure.

Each line ends with the Mulliken spin population.
Atoms and positions in Å:
1 O 2.9231 0.8454 1.6468  0.282
2 C 2.8791 1.1778 0.4853  0.331
3 O 2.5488 2.2201 -0.0969  0.170
4 Mg 2.1991 -0.0953 -1.4451  0.140
5 Hg 0.3717 2.0113 0.6117  0.043
6 N 0.3375 -0.5113 -1.0463  0.017
7 S 0.0784 1.1437 -1.7087  0.015
8 S -0.4533 -0.8100 0.2851  -0.001
9 O -0.5162 0.3926 1.1970  0.001
10 O -0.0301 -2.0622 0.8886  -0.001
11 C -2.2669 -1.0339 -0.1340  0.003
12 F -2.8110 0.1240 -0.4615  0.001
13 F -2.3695 -1.8775 -1.1434  0.000
14 F -2.8907 -1.5247 0.9214  0.000

Properties
LUMO energy (spin up / spin down) = -0.231 / -0.258 Eh
total charge = +1
spin multiplicity = 2